Record 1
{"formula": "C4H5NO2", "method": "ωB97M-V with the def2-TZVPD basis set", "multiplicity": 1, "orbital_gap_ev": 11.13, "homo_energy_ha": -0.3760, "total_energy_ev": -9812.274, "smiles": "OCc1ccon1", "mol_weight_g_mol": 99.09, "e_above_lowest_kcal_mol": 47.1, "elements": ["O", "C", "C", "C", "C", "O", "N", "H", "H", "H", "H", "H"], "positions_angstrom": [[2.230595, -0.242829, 1.055481], [1.566600, -0.007183, -0.164250], [0.067404, -0.018791, -0.001900], [-0.972064, 0.634170, -0.719506], [-2.099804, 0.165031, -0.127279], [-1.788971, -0.671888, 0.872450], [-0.423866, -0.782246, 0.943585], [1.687575, -0.918162, 1.489538], [1.914576, 0.948766, -0.576128], [1.830734, -0.762903, -0.928824], [-0.857697, 1.343693, -1.522747], [-3.155081, 0.312342, -0.320420]], "forces_ev_per_angstrom": [[-0.32, -0.29, -0.18], [0.06, 0.22, -0.62], [-0.04, -0.26, 0.54], [-0.03, -0.12, 0.05], [0.16, 0.09, -0.17], [-0.21, 0.11, -0.23], [0.29, 0.21, -0.33], [0.28, 0.11, 0.26], [-0.17, -0.10, 0.25], [-0.07, 0.09, 0.27], [-0.16, -0.10, 0.02], [0.21, 0.03, 0.14]]}

---

Record 2
{"formula": "C6H11N5PV", "method": "ωB97M-V with the def2-TZVPD basis set", "multiplicity": 3, "orbital_gap_ev": [6.87, 4.82], "homo_energy_ha": [-0.2382, -0.1694], "total_energy_ev": -48820.856, "mol_weight_g_mol": 235.11, "e_above_lowest_kcal_mol": 0.0, "elements": ["C", "C", "C", "C", "C", "V", "P", "H", "H", "H", "H", "H", "H", "H", "H", "N", "N", "N", "C", "N", "N", "H", "H", "H"], "positions_angstrom": [[1.842253, 0.495060, -0.681374], [2.261279, 0.089209, 0.639252], [1.945946, -1.290020, 0.836096], [1.379851, -1.806272, -0.383332], [1.289211, -0.745676, -1.357540], [-0.338971, 0.226405, -0.236140], [-1.344024, 2.094190, -1.184013], [2.083752, 1.425780, -1.175772], [2.873610, 0.688902, 1.318449], [2.205899, -1.879612, 1.710762], [1.017744, -0.827963, -2.402493], [1.225734, -2.869442, -0.589536], [-1.606198, 1.925726, -2.595627], [-0.635411, 3.345611, -1.104570], [-2.644800, 2.443871, -0.666868], [-3.509138, -1.195502, 3.897461], [-3.142710, -0.869451, 2.594793], [-3.884574, -1.319955, 1.555994], [-3.052794, -1.074564, 0.529506], [-1.861862, -0.562346, 0.914965], [-1.904117, -0.472232, 2.294975], [-3.033180, -0.587303, 4.546657], [-4.521276, -1.171262, 3.970809], [-3.317949, -1.273160, -0.502289]], "forces_ev_per_angstrom": [[0.04, -2.18, -0.62], [-0.73, -0.34, -0.83], [-0.32, 0.65, -1.46], [0.26, 1.12, 0.05], [1.62, 1.11, 1.62], [0.89, -1.56, 1.20], [-0.05, -0.18, 0.24], [0.07, -0.11, 0.05], [-0.60, -0.09, -0.16], [-0.21, 0.17, -0.16], [0.13, -0.07, 0.08], [-0.32, 0.51, 0.16], [0.00, 0.53, 0.71], [-0.68, -0.17, -0.38], [0.46, 0.40, -0.57], [0.11, -0.41, -0.24], [-0.11, -0.64, -1.24], [1.73, 0.82, 0.06], [-0.62, -0.37, 1.11], [-0.93, 0.36, 1.62], [-0.88, -0.18, -1.43], [-0.08, 0.27, -0.05], [0.21, 0.26, -0.05], [0.02, 0.11, 0.27]]}

---

Record 3
{"formula": "C3H6FNO", "method": "ωB97M-V with the def2-TZVPD basis set", "multiplicity": 1, "orbital_gap_ev": 9.29, "homo_energy_ha": -0.3145, "total_energy_ev": -9459.945, "mol_weight_g_mol": 91.08, "e_above_lowest_kcal_mol": 88.8, "elements": ["C", "C", "C", "N", "O", "F", "H", "H", "H", "H", "H", "H"], "positions_angstrom": [[1.628954, 0.585160, 0.033517], [-3.632859, -0.633694, -0.830048], [-2.608000, -0.051752, 0.040744], [1.662074, 0.910684, 1.355152], [0.788564, 1.045335, -0.700383], [-3.060400, 0.729262, 0.995731], [-3.143601, -0.592812, -1.867038], [-4.627354, -0.377872, -0.783070], [-3.591005, -1.701479, -0.724942], [2.440701, -0.076207, -0.289542], [2.399060, 0.664637, 2.019815], [1.027615, 1.558816, 1.655798]], "forces_ev_per_angstrom": [[-0.11, 0.65, 0.47], [2.41, -0.18, -1.55], [1.42, -0.55, 0.19], [2.38, -1.93, -0.01], [0.11, -0.23, -0.42], [-0.92, -0.02, -0.34], [-0.91, 0.41, 1.17], [-2.36, 1.13, 0.01], [0.34, -0.83, 0.57], [0.02, -0.22, -0.06], [-0.44, -0.06, -0.84], [-1.95, 1.84, 0.81]]}

---

Record 4
{"formula": "C26H78O26", "method": "ωB97M-V with the def2-TZVPD basis set", "multiplicity": 1, "orbital_gap_ev": 9.19, "homo_energy_ha": -0.3450, "total_energy_ev": -81456.243, "mol_weight_g_mol": 806.88, "e_above_lowest_kcal_mol": 21.3, "elements": ["C", "C", "O", "O", "H", "H", "H", "H", "H", "H", "C", "C", "O", "O", "H", "H", "H", "H", "H", "H", "C", "C", "O", "O", "H", "H", "H", "H", "H", "H", "C", "C", "O", "O", "H", "H", "H", "H", "H", "H", "C", "C", "O", "O", "H", "H", "H", "H", "H", "H", "C", "C", "O", "O", "H", "H", "H", "H", "H", "H", "C", "C", "O", "O", "H", "H", "H", "H", "H", "H", "C", "C", "O", "O", "H", "H", "H", "H", "H", "H", "C", "C", "O", "O", "H", "H", "H", "H", "H", "H", "C", "C", "O", "O", "H", "H", "H", "H", "H", "H", "C", "C", "O", "O", "H", "H", "H", "H", "H", "H", "C", "C", "O", "O", "H", "H", "H", "H", "H", "H", "C", "C", "O", "O", "H", "H", "H", "H", "H", "H"], "positions_angstrom": [[0.334516, -0.577960, 6.267395], [1.196138, -1.377121, 5.282314], [1.509607, -0.634814, 4.132591], [1.138620, 0.405400, 6.948533], [-0.063846, -1.232945, 7.050745], [-0.525652, -0.045381, 5.847952], [0.622829, -2.270889, 5.009953], [2.083024, -1.697113, 5.824556], [0.745315, -0.415580, 3.583796], [1.969364, 0.468143, 6.467218], [1.226578, -0.264969, -6.924143], [0.340190, -0.748080, -5.810592], [0.775300, -0.226680, -4.529558], [2.428045, -1.027468, -7.005378], [1.494113, 0.778911, -6.736516], [0.722867, -0.360452, -7.885968], [0.262309, -1.833545, -5.760085], [-0.651521, -0.306058, -5.939290], [1.698434, -0.495430, -4.386829], [2.953078, -0.906930, -6.195897], [-3.552338, -1.799221, 4.370933], [-3.518861, -3.022358, 5.253268], [-3.213982, -4.164458, 4.465838], [-2.332400, -1.694035, 3.645259], [-3.676501, -0.915218, 4.992804], [-4.364776, -1.901335, 3.643319], [-4.424767, -3.178327, 5.845900], [-2.712274, -2.863854, 5.982709], [-2.952345, -4.889479, 5.036640], [-2.076317, -2.604881, 3.422103], [1.201955, -4.205883, 1.692893], [2.609015, -4.682017, 1.354638], [3.561318, -4.088387, 2.237912], [0.669501, -4.869108, 2.840826], [0.447690, -4.303237, 0.906410], [1.220592, -3.124595, 1.899364], [2.907201, -4.451617, 0.328664], [2.649133, -5.759091, 1.541315], [3.730024, -3.209455, 1.862816], [1.422780, -5.161817, 3.368555], [-0.639891, -0.491963, 0.935782], [0.180035, 0.294677, -0.054884], [0.289449, -0.360920, -1.332239], [-0.647227, 0.092860, 2.218206], [-0.243168, -1.523133, 0.937629], [-1.647147, -0.683423, 0.546839], [1.134912, 0.647253, 0.348099], [-0.362610, 1.200974, -0.350868], [0.803257, 0.243668, -1.883621], [-1.287611, -0.452887, 2.704192], [5.020433, -0.951279, 0.609890], [3.721859, -0.884732, 1.419716], [3.917740, -1.208056, 2.772997], [5.373822, -2.238373, 0.133293], [5.856645, -0.479036, 1.121984], [4.832631, -0.368589, -0.308253], [3.000398, -1.499125, 0.860186], [3.417182, 0.166465, 1.336856], [3.082486, -0.948650, 3.201540], [4.734992, -2.488920, -0.552695], [0.569207, 5.023680, 0.204641], [-0.211494, 3.777357, 0.568160], [-1.270861, 4.073124, 1.455876], [1.154152, 5.652732, 1.346959], [-0.085699, 5.787338, -0.230080], [1.348930, 4.839139, -0.536142], [0.424207, 2.986493, 0.975891], [-0.638809, 3.400858, -0.367244], [-0.896433, 4.084827, 2.343670], [0.477290, 6.143318, 1.818436], [-6.428672, -1.175675, -0.227482], [-5.339188, -0.897977, 0.803271], [-5.390540, 0.417366, 1.328844], [-7.771580, -1.091966, 0.186893], [-6.132931, -2.039853, -0.833584], [-6.280992, -0.370231, -0.958416], [-4.405582, -1.012207, 0.247528], [-5.301525, -1.689428, 1.561470], [-6.221443, 0.457756, 1.825135], [-7.992909, -1.928162, 0.614248], [-3.291818, 1.882044, 3.837788], [-2.762874, 2.949678, 4.769672], [-2.963492, 2.620473, 6.132395], [-4.695999, 1.752889, 3.864284], [-2.778143, 0.930420, 4.014081], [-2.976832, 2.190120, 2.829279], [-3.234286, 3.927602, 4.592354], [-1.695849, 3.107352, 4.600412], [-3.895217, 2.431265, 6.279514], [-4.913921, 1.165482, 3.126185], [3.377485, 2.446955, -2.068366], [4.080812, 3.076843, -3.234963], [4.590329, 2.042374, -4.082135], [2.252393, 1.640486, -2.552019], [2.996574, 3.222953, -1.401979], [3.934868, 1.693061, -1.515280], [4.923537, 3.625406, -2.792546], [3.463610, 3.729811, -3.854914], [5.031281, 2.449981, -4.833310], [1.933185, 2.072086, -3.358882], [-0.367345, 3.259482, -3.490353], [0.140197, 3.891241, -4.774881], [1.424301, 3.292046, -4.974595], [-0.820115, 1.946838, -3.702415], [-1.116968, 3.873042, -2.992470], [0.493046, 3.273468, -2.812461], [0.278088, 4.968803, -4.616756], [-0.512310, 3.741795, -5.636170], [1.808873, 3.406543, -5.846318], [-0.169341, 1.328636, -4.089780], [-3.602524, -0.056121, -2.702287], [-2.794895, -1.349017, -2.853689], [-2.330122, -1.807159, -1.605801], [-2.878986, 1.002602, -2.101893], [-4.441165, -0.295136, -2.049300], [-3.862095, 0.270319, -3.718456], [-2.003432, -1.215336, -3.600783], [-3.466610, -2.113916, -3.249402], [-1.614150, -1.215611, -1.329446], [-2.076468, 1.161453, -2.633771], [3.077793, -1.967340, -2.740986], [4.206279, -1.528167, -3.715490], [3.690262, -0.518441, -4.600976], [3.534798, -2.969089, -1.851653], [2.164546, -2.256106, -3.263961], [2.877928, -1.042320, -2.195109], [4.606025, -2.416310, -4.204062], [4.978721, -1.001614, -3.155609], [3.992668, 0.335415, -4.252748], [3.410083, -3.805245, -2.315632]], "forces_ev_per_angstrom": [[0.69, 0.44, 0.75], [-2.16, -0.11, 0.36], [1.21, 0.31, -0.18], [-0.12, -0.25, -0.18], [0.09, -0.17, -0.16], [0.12, -0.25, -0.50], [0.16, -0.15, -0.05], [0.34, 0.12, -0.36], [-0.39, -0.03, 0.02], [-0.02, 0.19, -0.01], [0.93, -0.59, 0.13], [-0.39, 0.96, 0.76], [-0.07, -0.32, -0.36], [-0.16, -0.12, -0.28], [-0.32, 0.20, -0.08], [0.03, 0.02, -0.01], [0.05, -0.06, -0.19], [-0.09, -0.24, -0.04], [-0.03, 0.29, -0.05], [-0.11, 0.21, -0.15], [-0.31, -0.59, -0.36], [0.71, -0.14, 0.94], [-0.21, 0.23, -0.41], [0.34, -0.18, 0.08], [-0.07, 0.10, -0.15], [-0.15, 0.24, 0.17], [-0.24, 0.24, -0.30], [0.01, -0.01, -0.01], [0.07, -0.02, 0.03], [-0.02, 0.15, -0.01], [-0.44, 0.55, 0.17], [0.06, 0.17, 0.40], [-0.40, -0.08, -0.44], [0.24, -0.13, -0.06], [0.30, -0.43, -0.19], [0.30, -0.03, 0.02], [-0.32, -0.17, -0.13], [0.05, -0.01, -0.29], [0.33, -0.23, 0.64], [-0.09, 0.16, 0.08], [0.26, -1.57, -0.99], [-0.81, 1.73, -1.12], [0.35, -0.77, 0.93], [0.11, -0.16, -0.06], [0.36, 0.15, 0.36], [-0.16, 0.69, 0.14], [0.18, -0.54, 0.09], [-0.10, 0.17, 0.80], [-0.03, -0.02, -0.16], [-0.19, 0.24, 0.36], [-0.64, 0.01, -1.10], [1.20, 0.86, -0.59], [-0.39, -0.15, -0.43], [0.20, -0.21, 0.69], [0.05, -0.30, 0.21], [-0.02, 0.44, 0.25], [-0.30, -0.13, 0.35], [-0.33, 0.00, -0.02], [0.08, -0.26, 0.46], [0.14, -0.04, 0.12], [-0.31, 0.98, 0.54], [0.09, 0.09, -0.60], [0.05, 0.05, 0.13], [0.58, -0.42, -0.04], [-0.29, -0.40, -0.29], [0.18, -0.21, 0.21], [0.14, 0.15, 0.02], [-0.19, -0.10, 0.18], [-0.11, -0.02, -0.02], [-0.14, -0.03, -0.09], [1.15, 1.35, -1.04], [0.06, -0.85, -0.60], [-0.39, -0.39, 0.59], [0.17, -0.61, 0.37], [-0.47, -0.54, 0.47], [-0.40, 0.14, 0.14], [0.12, 0.26, 0.08], [-0.19, 0.23, 0.35], [-0.06, 0.22, -0.31], [-0.14, 0.14, 0.01], [0.96, 0.54, -1.21], [-0.91, 0.19, 0.27], [0.42, -0.20, 0.43], [-0.11, -0.13, 0.50], [-0.09, -0.01, 0.33], [-0.02, -0.06, 0.00], [-0.12, -0.21, -0.36], [0.04, -0.36, 0.16], [-0.04, 0.06, -0.21], [0.07, 0.16, 0.00], [-1.91, -1.02, -0.77], [1.22, -0.15, 0.36], [0.05, -0.13, 0.03], [0.40, 0.47, 0.14], [0.16, 0.04, 0.12], [0.64, 0.48, 0.04], [-0.07, 0.23, -0.28], [-0.23, 0.09, 0.54], [0.04, -0.10, -0.01], [-0.03, -0.15, -0.09], [0.70, 0.08, -0.45], [0.30, 0.56, 0.24], [0.32, -0.46, 0.17], [-0.60, -0.21, 0.12], [-0.45, -0.29, -0.31], [-0.04, -0.02, 0.16], [-0.12, -0.05, -0.06], [-0.10, -0.18, 0.12], [-0.39, 0.18, -0.19], [0.31, 0.31, 0.21], [0.91, -0.09, -0.41], [-0.47, 0.36, 0.07], [0.22, -0.12, 0.04], [0.25, -0.34, 0.32], [-0.22, 0.36, -0.28], [-0.70, -0.22, 0.12], [0.28, 0.02, 0.21], [-0.02, -0.07, 0.00], [0.03, -0.08, -0.29], [-0.24, 0.14, 0.08], [0.94, 1.33, -0.41], [-0.78, 0.30, 0.69], [-0.02, -0.94, 0.06], [-0.39, -0.18, -0.35], [0.05, -0.12, -0.04], [-0.42, -0.35, 0.42], [0.12, 0.31, -0.54], [0.32, -0.65, 0.28], [-0.12, 0.29, -0.27], [0.19, -0.10, 0.32]]}

---

Record 5
{"formula": "C7H10", "method": "ωB97M-V with the def2-TZVPD basis set", "multiplicity": 1, "orbital_gap_ev": 9.44, "homo_energy_ha": -0.3118, "total_energy_ev": -7418.364, "smiles": "C=C/C=C/C(=C)C", "mol_weight_g_mol": 94.16, "e_above_lowest_kcal_mol": 61.6, "elements": ["C", "C", "C", "C", "C", "C", "C", "H", "H", "H", "H", "H", "H", "H", "H", "H", "H"], "positions_angstrom": [[0.268511, 0.094084, 3.181205], [0.561698, 0.951165, 2.192151], [0.096309, 0.826075, 0.818779], [0.547819, -0.047643, -0.094569], [-0.092642, -0.179076, -1.459909], [-0.777391, 0.852347, -1.981139], [-0.213599, -1.588266, -1.955530], [0.721144, 0.284934, 4.139662], [-0.333938, -0.787056, 2.990745], [1.174382, 1.815772, 2.440958], [-0.523509, 1.671770, 0.533195], [1.539831, -0.485297, -0.110719], [-1.085948, 1.766289, -1.490199], [-1.016815, 0.896704, -3.046772], [-0.652831, -2.250113, -1.195386], [-0.924415, -1.706560, -2.777426], [0.711402, -2.115128, -2.185048]], "forces_ev_per_angstrom": [[0.57, 0.57, -1.04], [0.39, -0.58, 0.97], [0.84, -0.02, -0.29], [-0.70, 1.07, -1.19], [-0.99, 0.87, 1.28], [0.32, -0.26, -1.16], [-0.04, -0.81, -0.42], [-0.24, -0.22, 0.35], [0.03, 0.05, 0.19], [-0.11, 0.10, -0.03], [-0.77, -0.57, -0.22], [-0.25, -0.80, 1.07], [0.79, 0.08, 0.34], [-0.53, -0.65, 0.31], [0.03, 0.53, 0.34], [0.36, 0.35, -0.23], [0.29, 0.29, -0.26]]}

---

Record 6
{"formula": "C4H5N3OS", "method": "ωB97M-V with the def2-TZVPD basis set", "multiplicity": 1, "orbital_gap_ev": 8.90, "homo_energy_ha": -0.3380, "total_energy_ev": -21580.579, "smiles": "O=C(CS)c1ncn[nH]1", "mol_weight_g_mol": 143.17, "e_above_lowest_kcal_mol": 56.2, "elements": ["O", "C", "C", "S", "C", "N", "C", "N", "N", "H", "H", "H", "H", "H"], "positions_angstrom": [[-0.581400, -2.192956, -0.193570], [-0.356408, -1.112552, 0.257976], [-0.529649, -0.962556, 1.844203], [1.063153, -0.633101, 2.606107], [-0.054016, 0.009559, -0.650539], [0.369343, 1.273061, -0.341039], [0.413627, 1.920207, -1.476524], [0.327499, 1.125739, -2.520330], [0.035478, -0.064173, -2.028917], [-1.093172, -0.122978, 2.026932], [-0.988440, -1.748098, 2.375157], [0.795657, 0.574027, 2.144600], [0.878330, 2.887648, -1.503571], [-0.280002, -0.953826, -2.540485]], "forces_ev_per_angstrom": [[-0.04, -1.29, -1.31], [-0.96, -0.33, 2.57], [1.65, -0.13, -2.33], [0.16, 0.12, 0.01], [2.19, 2.73, -0.90], [-2.40, -2.36, 2.66], [2.16, -0.41, -0.51], [-0.70, -0.23, -2.09], [-1.59, -2.23, 1.65], [-1.46, 1.98, 0.37], [-0.58, -1.50, -0.36], [1.11, 0.97, 0.19], [-0.45, 0.42, -0.45], [0.90, 2.28, 0.51]]}

---

> Number 3 is which compound?

C3H6FNO